C43H45ClN4O3OsSeSi | ωB97M-V/def2-TZVPD

Calculated values
gap between HOMO and LUMO (alpha / beta)	7.734 / 4.099	eV
DFT total energy	-5351.57267	hartree
HOMO (alpha / beta)	-12.3 / -12.7	eV
energy relative to the best compared isomer or geometry (same formula, charge and spin)	16.60	kcal/mol
<S²>	6.0377

Geometry as ORCA input:
```
! RIJCOSX wB97M-V def2-TZVPD def2/J DEFGRID3
* xyz 2 5
Os -0.284 0.646 -1.070
Se 0.930 2.747 -1.145
Cl 0.659 -8.508 0.986
Si 2.435 -0.474 0.509
O -0.984 -0.915 -2.804
O -0.628 -4.097 -2.615
O -0.973 -1.571 -0.730
N -2.282 1.272 -1.280
N -0.070 0.436 1.529
N -0.985 4.834 -1.843
N 0.658 5.546 -0.584
C -2.054 7.090 -2.297
C -1.821 -0.708 2.922
C -4.774 0.733 -1.385
C -1.711 0.363 4.012
C 0.090 8.004 -0.651
C -6.687 0.051 -0.092
C 1.606 -0.205 -1.196
C 4.146 0.310 0.762
C -1.878 8.430 -2.008
C 2.491 -2.320 0.947
C 2.632 -3.286 -0.050
C 2.678 -4.083 2.597
C -3.409 1.022 -1.388
C -0.514 -0.825 2.147
C 5.915 0.852 2.316
C -0.400 -6.086 0.462
C -1.170 -1.795 -1.952
C 0.789 -7.159 -1.345
C 4.879 0.915 -0.252
C 2.823 -5.024 1.592
C -0.867 1.583 1.971
C -0.985 1.616 3.496
C -5.563 0.772 -2.541
C -6.903 0.450 -2.456
C 0.328 -7.172 -0.031
C 4.684 0.283 2.048
C -0.830 8.877 -1.197
C -0.300 -5.037 -1.708
C -7.467 0.092 -1.240
C 1.359 0.617 1.717
C 1.834 5.604 0.242
C -5.348 0.371 -0.156
C 0.103 4.454 -1.139
C 2.522 -2.748 2.273
C -1.133 6.204 -1.757
C 0.498 -6.108 -2.194
C -0.077 6.657 -0.948
C 2.803 -4.622 0.267
C 6.630 1.455 1.295
C -0.705 -5.028 -0.368
C 0.981 -6.099 -3.604
C 6.115 1.482 0.010
C -1.679 -3.184 -2.392
H -2.651 -0.484 2.250
H 2.609 6.188 -0.259
H 2.295 0.332 -1.855
H -0.395 2.505 1.611
H -1.865 1.511 1.529
H 1.361 -7.993 -1.721
H 1.613 1.658 1.503
H -7.119 -0.231 0.855
H -2.391 -3.553 -1.647
H 2.630 -2.991 -1.090
H -1.165 -0.043 4.864
H 4.486 0.943 -1.257
H -1.575 4.214 -2.378
H 1.791 -6.808 -3.743
H 4.137 -0.196 2.845
H 7.587 1.908 1.504
H 2.705 -4.382 3.635
H 1.309 -5.102 -3.887
H 1.649 0.425 2.754
H 2.211 4.596 0.412
H -8.514 -0.160 -1.184
H -5.125 1.043 -3.488
H 0.173 -6.378 -4.280
H -0.729 -6.083 1.489
H -2.177 -3.054 -3.359
H -2.864 6.743 -2.914
H -0.606 -1.582 1.365
H 1.458 -1.189 -1.646
H 0.016 1.679 3.924
H -0.743 9.932 -0.997
H -2.027 -1.674 3.385
H 6.677 1.942 -0.789
H -2.561 9.153 -2.424
H -1.232 -4.175 0.035
H -1.520 2.515 3.793
H 2.962 -6.064 1.846
H 0.257 -1.163 2.846
H -7.508 0.476 -3.348
H -2.710 0.620 4.366
H -4.733 0.344 0.730
H 2.445 -2.025 3.071
H 1.593 6.069 1.201
H 6.312 0.818 3.319
H 0.900 8.356 -0.031
H 2.935 -5.351 -0.519
*
```